(w)
C2H5FNO | the ωB97M-V functional and the def2-TZVPD basis

Properties
* LUMO level: 4.50 eV
* HOMO energy: -1.4 eV
* molecular weight: 78.07 g mol⁻¹
* frontier orbital gap: 0.217 hartree
* SMILES: [O-]NCCF

The geometry in ORCA input format:
```
! wB97M-V def2-TZVPD RIJCOSX def2/J DEFGRID3
* xyz -1 1
C 0.4747 -0.3277 0.5253
C -0.9164 -0.4060 0.0088
N 1.2267 0.9889 -0.3522
O 1.1500 0.7673 -1.6731
F -1.7018 -1.4349 0.5929
H 1.0693 -1.2056 0.3033
H 0.5433 -0.0290 1.5699
H -0.9006 -0.6099 -1.0655
H -1.4778 0.5154 0.2069
H 0.5326 1.7417 -0.1163
*
```



(x)
C2H5FNO | the ωB97M-V functional and the def2-TZVPD basis

Properties
* LUMO level (alpha / beta): 4.75 / 4.75 eV
* HOMO energy (alpha / beta): -1.4 / -1.4 eV
* molecular weight: 78.07 g mol⁻¹
* frontier orbital gap (alpha / beta): 0.227 / 0.227 hartree

The geometry in ORCA input format:
```
! wB97M-V def2-TZVPD RIJCOSX def2/J DEFGRID3
* xyz -1 1
C -0.6264 0.7879 0.5103
C -0.6580 -0.5044 -0.2909
N 1.5478 -0.9610 -0.3523
O 2.0665 -0.0827 0.4158
F -1.1937 -1.5828 0.3234
H -1.2944 0.7892 1.3111
H -0.8213 1.6419 -0.3098
H 0.3417 0.7760 1.0226
H -1.0698 -0.4177 -1.3339
H 1.7075 -0.4465 -1.2963
*
```



Tell me which of them is the least stable. Sure, it is (x).



(w)
C3H4N2 | the ωB97M-V functional and the def2-TZVPD basis

Properties
* LUMO level (alpha / beta): -0.60 / -0.60 eV
* HOMO energy (alpha / beta): -9.6 / -9.6 eV
* molecular weight: 68.08 g mol⁻¹
* frontier orbital gap (alpha / beta): 0.331 / 0.331 hartree

The geometry in ORCA input format:
```
! wB97M-V def2-TZVPD RIJCOSX def2/J DEFGRID3
* xyz 0 1
C 0.9552 0.3312 -0.5215
C 0.4256 -0.8713 -0.4351
C -0.9651 0.5192 0.6200
N 0.4217 0.7229 0.6874
N -0.1566 -0.6267 0.8683
H 1.4434 1.1178 -1.1540
H 0.8946 -2.6341 -1.1746
H -1.5158 0.9805 1.4250
H -1.5029 0.4605 -0.3154
*
```



(x)
C3H4N2 | the ωB97M-V functional and the def2-TZVPD basis

Properties
* LUMO level: 0.67 eV
* HOMO energy: -9.1 eV
* molecular weight: 68.08 g mol⁻¹
* frontier orbital gap: 0.358 hartree

The geometry in ORCA input format:
```
! wB97M-V def2-TZVPD RIJCOSX def2/J DEFGRID3
* xyz 0 1
C -0.2007 1.2035 -0.4270
C -0.7268 -0.0484 -0.6073
N 0.9169 1.0962 0.3518
N 0.5054 -1.6165 1.0229
C 0.1300 -0.7064 0.3048
H 1.7252 0.7168 -0.1308
H -0.1315 -2.3593 1.2994
H -0.6669 2.1638 -0.6348
H -1.5516 -0.4497 -1.1790
*
```



Tell me which of them is the least stable. Sure, it is (w).



(w)
C3H4N2 | the ωB97M-V functional and the def2-TZVPD basis

Properties
* LUMO level: 0.62 eV
* HOMO energy: -9.1 eV
* molecular weight: 68.08 g mol⁻¹
* frontier orbital gap: 0.357 hartree
* SMILES: N#C[C@H]1CN1

The geometry in ORCA input format:
```
! wB97M-V def2-TZVPD RIJCOSX def2/J DEFGRID3
* xyz 0 1
N 2.6072 -0.4594 -0.3470
C 1.5855 0.0585 -0.1593
C 0.3660 0.8011 0.1095
C -1.0130 -0.1544 -0.2188
N -0.5417 0.1878 1.0834
H -0.2966 0.9544 -0.8441
H -1.9834 0.2968 -0.4567
H -0.7783 -1.0924 -0.6975
H -0.1002 -0.6503 1.4606
*
```



(x)
C3H4N2 | the ωB97M-V functional and the def2-TZVPD basis

Properties
* LUMO level: 1.12 eV
* HOMO energy: -8.9 eV
* molecular weight: 68.08 g mol⁻¹
* frontier orbital gap: 0.369 hartree
* SMILES: c1cn[nH]c1

The geometry in ORCA input format:
```
! wB97M-V def2-TZVPD RIJCOSX def2/J DEFGRID3
* xyz 0 1
C -0.3526 -0.8101 -0.4570
C 0.5690 -0.1129 -1.1114
C -0.6941 -0.0986 0.7705
H -0.7400 -1.7182 -0.6918
H 1.0467 -0.3470 -1.9937
H 0.3149 1.6583 1.2512
H -1.1655 -0.4501 1.7469
N 0.7919 1.0080 -0.3949
N 0.2297 0.8705 0.8801
*
```



Tell me which of them is the least stable. Sure, it is (w).



(w)
C3H8NO | the ωB97M-V functional and the def2-TZVPD basis

Properties
* LUMO level: 4.58 eV
* HOMO energy: -2.4 eV
* molecular weight: 74.10 g mol⁻¹
* frontier orbital gap: 0.256 hartree
* SMILES: CNCC[O-]

The geometry in ORCA input format:
```
! wB97M-V def2-TZVPD RIJCOSX def2/J DEFGRID3
* xyz -1 1
C -0.5774 1.4304 0.9387
N 0.4748 1.0953 -0.0058
C -0.0333 0.2101 -1.0510
C -0.1918 -1.2740 -0.4925
O 0.5580 -1.5137 0.5874
H -0.1369 1.6269 1.9241
H -1.3021 0.6226 1.0855
H -1.1045 2.3356 0.6091
H 1.1245 0.4911 0.5036
H 0.6436 0.2298 -1.9122
H -1.0135 0.5920 -1.3529
H 0.0446 -1.9255 -1.3793
H -1.3028 -1.4074 -0.3282
*
```



(x)
C3H8NO | the ωB97M-V functional and the def2-TZVPD basis

Properties
* LUMO level: 3.81 eV
* HOMO energy: -2.6 eV
* molecular weight: 74.10 g mol⁻¹
* frontier orbital gap: 0.236 hartree

The geometry in ORCA input format:
```
! wB97M-V def2-TZVPD RIJCOSX def2/J DEFGRID3
* xyz -1 1
C -1.3334 -1.6062 2.1717
O -0.0899 -1.0628 2.0239
H -1.9361 -2.2271 1.4266
H -2.1157 -0.7871 2.3682
H -1.3334 -2.3176 3.1348
C 1.4929 1.3588 -2.1026
C 0.0215 0.3754 -0.5073
N 0.4422 0.2244 -1.7802
H 1.6700 1.2731 -3.2143
H 1.0059 2.3423 -2.0689
H 2.4044 1.4298 -1.3752
H 0.1039 -0.4160 0.3211
H -0.3324 1.4131 -0.3979
*
```



(y)
C3H8NO | the ωB97M-V functional and the def2-TZVPD basis

Properties
* LUMO level: 4.65 eV
* HOMO energy: -2.5 eV
* molecular weight: 74.10 g mol⁻¹
* frontier orbital gap: 0.263 hartree

The geometry in ORCA input format:
```
! wB97M-V def2-TZVPD RIJCOSX def2/J DEFGRID3
* xyz -1 1
C 2.0572 -0.8241 -1.5190
O 0.9838 -0.0425 -0.9636
H 1.6081 -1.6089 -2.1735
H 2.6185 -0.2434 -2.1839
H 2.6654 -1.1919 -0.7273
C -1.8043 -0.2452 0.2294
C -0.2138 0.9356 1.3580
N -1.4033 0.4402 1.4340
H -2.2630 -1.2062 0.5669
H -0.9534 -0.3611 -0.4597
H -2.5742 0.3473 -0.2995
H 0.3392 1.3492 2.1856
H 0.2774 0.9762 0.3511
*
```



(z)
C3H8NO | the ωB97M-V functional and the def2-TZVPD basis

Properties
* LUMO level: 4.21 eV
* HOMO energy: -2.1 eV
* molecular weight: 74.10 g mol⁻¹
* frontier orbital gap: 0.232 hartree

The geometry in ORCA input format:
```
! wB97M-V def2-TZVPD RIJCOSX def2/J DEFGRID3
* xyz -1 1
C 2.2327 -0.5901 1.9368
O 1.5167 0.1855 0.9533
H 2.7474 -1.3203 1.2970
H 2.8178 -0.0005 2.6725
H 1.6035 -1.2712 2.5441
C -1.1286 0.7131 -0.1369
C -1.2286 -0.4762 -1.9976
N -1.9432 0.3299 -1.2876
H -0.1129 0.5304 -0.0606
H -1.5709 0.1057 0.6772
H -1.2922 1.9182 0.1258
H -1.6569 -0.5606 -2.9932
H -0.3198 -1.0763 -1.6895
*
```



Tell me which of them is the least stable. Sure, it is (x).



(w)
C3H8NO | the ωB97M-V functional and the def2-TZVPD basis

Properties
* LUMO level: 4.50 eV
* HOMO energy: -2.1 eV
* molecular weight: 74.10 g mol⁻¹
* frontier orbital gap: 0.243 hartree

The geometry in ORCA input format:
```
! wB97M-V def2-TZVPD RIJCOSX def2/J DEFGRID3
* xyz -1 1
C 0.5814 -2.0767 0.8209
O 1.0452 -0.7098 1.3206
H 0.4707 -2.0771 -0.1934
H 1.3139 -2.7131 1.3105
H -0.4100 -2.2092 1.1317
C 0.1184 1.1988 -1.7849
C -0.8908 1.4042 -0.8235
N -0.9835 0.6127 0.2557
H 0.9025 0.4875 -1.8156
H 0.2808 1.8254 -2.6186
H -1.5495 2.3424 -0.9773
H -1.6789 0.6503 0.8713
H 0.3388 -0.0745 0.6618
*
```



(x)
C3H8NO | the ωB97M-V functional and the def2-TZVPD basis

Properties
* LUMO level: 4.35 eV
* HOMO energy: -2.3 eV
* molecular weight: 74.10 g mol⁻¹
* frontier orbital gap: 0.243 hartree
* SMILES: CCNC[O-]

The geometry in ORCA input format:
```
! wB97M-V def2-TZVPD RIJCOSX def2/J DEFGRID3
* xyz -1 1
C -0.5151 -0.4551 0.3543
N -0.3411 0.5026 -0.7502
C 0.6959 0.0071 -1.7359
O 1.8805 -0.2757 -1.2319
C -0.3782 0.1798 1.7155
H -1.4763 -0.9708 0.2392
H 0.2041 -1.2685 0.2124
H 0.0828 1.3116 -0.3006
H 0.6942 0.8162 -2.5103
H 0.1925 -0.8796 -2.2062
H -0.8383 1.1712 1.7264
H 0.6683 0.2707 1.9913
H -0.8694 -0.4094 2.4961
*
```



Tell me which of them is the least stable. Sure, it is (w).



(w)
C3H16NO4 | the ωB97M-V functional and the def2-TZVPD basis

Properties
* LUMO level: -3.79 eV
* HOMO energy: -14.7 eV
* molecular weight: 130.16 g mol⁻¹
* frontier orbital gap: 0.403 hartree

The geometry in ORCA input format:
```
! wB97M-V def2-TZVPD RIJCOSX def2/J DEFGRID3
* xyz 1 1
C -0.0795 2.4946 -0.4702
C 0.2099 2.1329 0.9112
C -1.0716 0.7122 2.4105
N -0.3113 0.8111 1.3528
H 0.0702 1.7022 -1.2534
H -1.0501 2.8478 -0.8350
H 0.6777 3.2651 -0.8629
H 1.3729 2.2094 1.3092
H -0.2223 2.8986 1.6399
H -1.4375 -0.2628 2.8347
H -1.3337 1.6643 3.0744
H -0.0840 0.0116 0.7368
H 3.0672 -3.4621 0.1866
H 3.5748 -2.4635 -0.8210
O 2.8331 -2.6463 -0.1978
H -1.4262 -1.6499 0.5260
H -2.7689 -2.2543 0.9475
O -2.2517 -1.5058 0.9791
H 0.0476 -1.7672 -3.4650
H -0.8465 -0.5418 -3.7965
O -0.2173 -0.9676 -3.0862
H 0.0655 -0.7328 -1.3137
H 0.9559 -1.5529 -0.4147
O 0.2257 -0.9429 -0.3922
*
```



(x)
C3H16NO4 | the ωB97M-V functional and the def2-TZVPD basis

Properties
* LUMO level: -3.13 eV
* HOMO energy: -13.9 eV
* molecular weight: 130.16 g mol⁻¹
* frontier orbital gap: 0.397 hartree

The geometry in ORCA input format:
```
! wB97M-V def2-TZVPD RIJCOSX def2/J DEFGRID3
* xyz 1 1
C -1.4020 -0.5415 0.9797
C -1.2375 -1.9377 0.5531
C -0.0680 -2.6831 -0.3570
O 0.2824 -1.6197 -1.2992
N -0.7720 0.5370 -0.0343
H -0.9289 -0.4048 2.0344
H -2.3895 -0.0376 1.4113
H -1.1474 -2.5298 1.5762
H -2.1780 -2.4198 0.2418
H 0.7130 -3.1033 0.2189
H -0.5639 -3.4552 -0.8490
H 0.3823 -1.9859 -2.1348
H -1.0959 1.5285 0.1977
H -1.1501 0.4399 -0.9732
H 0.2796 0.5613 0.1100
H 0.4245 3.4456 -1.8775
H 1.4213 2.4910 -2.1344
O 0.7937 2.6922 -1.4290
H 0.0432 2.7526 2.2499
H -1.4721 2.3990 2.3474
O -0.4700 1.9313 2.3586
H 2.9027 0.3746 -1.3815
H 2.6944 1.0712 -0.1555
O 2.3581 0.2572 -0.5924
*
```



(y)
C3H16NO4 | the ωB97M-V functional and the def2-TZVPD basis

Properties
* LUMO level: -4.05 eV
* HOMO energy: -14.5 eV
* molecular weight: 130.16 g mol⁻¹
* frontier orbital gap: 0.386 hartree

The geometry in ORCA input format:
```
! wB97M-V def2-TZVPD RIJCOSX def2/J DEFGRID3
* xyz 1 1
C -1.6963 -0.2644 0.8850
C -0.7939 0.5935 0.0126
C 1.3917 0.1137 0.8561
N 0.5029 0.9899 0.6340
H -1.7402 -1.2999 0.5609
H -1.2438 -0.2691 1.8803
H -2.6826 0.1738 0.9532
H -0.6614 0.3223 -1.0273
H -1.2273 1.5823 -0.0855
H 2.2542 0.2126 1.5070
H 1.1921 -0.9019 0.5326
H 0.7093 2.0022 0.5903
H -0.1896 4.0197 1.4295
H 0.8581 4.4874 0.4393
O 0.2425 3.7623 0.6050
H 1.5584 -3.6452 1.4783
H 1.6962 -2.7375 0.1730
O 1.4932 -2.7558 1.1236
H -2.8629 -0.3160 -2.8553
H -3.7919 -0.2969 -1.6308
O -2.9663 0.0576 -1.9756
H 1.8283 -2.4578 -2.4664
H 2.6193 -1.5365 -1.5975
O 1.8119 -2.0613 -1.5857
*
```



Tell me which of them is the least stable. Sure, it is (x).



(w)
C3H7N2O2 | the ωB97M-V functional and the def2-TZVPD basis

Properties
* LUMO level: 3.92 eV
* HOMO energy: -3.0 eV
* molecular weight: 103.10 g mol⁻¹
* frontier orbital gap: 0.255 hartree

The geometry in ORCA input format:
```
! wB97M-V def2-TZVPD RIJCOSX def2/J DEFGRID3
* xyz -1 1
C -0.1363 -0.4699 0.7093
C 1.9947 0.9570 0.3520
C 0.9880 -0.0179 -0.2651
N -0.6349 -1.6091 0.2455
N -2.6879 0.7831 -0.1250
O -3.6517 1.6156 0.0005
O -2.9814 -0.3467 -0.5347
H 1.4784 1.7460 1.0332
H 2.6521 1.3672 -0.4525
H 2.8316 0.3012 0.8671
H 0.3900 0.4013 -1.0518
H 1.6133 -0.9234 -0.6336
H -0.2531 -1.9732 -0.5782
H -1.6028 -1.8313 0.4333
*
```



(x)
C3H7N2O2 | the ωB97M-V functional and the def2-TZVPD basis

Properties
* LUMO level: 3.89 eV
* HOMO energy: -2.9 eV
* molecular weight: 103.10 g mol⁻¹
* frontier orbital gap: 0.251 hartree
* SMILES: NC(=O)CNC[O-]

The geometry in ORCA input format:
```
! wB97M-V def2-TZVPD RIJCOSX def2/J DEFGRID3
* xyz -1 1
O -2.4916 0.9729 -0.9122
C -1.4859 0.8055 -0.2435
N -0.8942 1.8734 0.4079
C -0.7310 -0.4851 -0.0589
N 0.5359 -0.5258 -0.7509
C 1.7682 -0.9558 0.1783
O 2.0817 -2.2126 0.0852
H 0.0391 1.7099 0.7448
H -1.2101 2.7963 0.2932
H -1.4337 -1.2836 -0.3214
H -0.5683 -0.6226 1.0243
H 0.4588 -1.2347 -1.4539
H 1.3932 -0.6202 1.1702
H 2.5379 -0.2176 -0.1631
*
```



(y)
C3H7N2O2 | the ωB97M-V functional and the def2-TZVPD basis

Properties
* LUMO level: 2.98 eV
* HOMO energy: -2.6 eV
* molecular weight: 103.10 g mol⁻¹
* frontier orbital gap: 0.205 hartree

The geometry in ORCA input format:
```
! wB97M-V def2-TZVPD RIJCOSX def2/J DEFGRID3
* xyz -1 1
O -2.3771 -0.7995 -0.0631
C -1.5239 0.3300 -0.1350
N -1.6011 1.5322 -0.7555
C -0.3399 0.1138 0.8128
N 0.6501 -0.8377 0.3306
C 2.0520 -0.2289 -0.1425
O 2.7062 0.4983 0.7860
H -2.2926 1.6285 -1.4939
H -1.4195 -0.5519 -0.8315
H 0.1882 1.0854 1.0623
H -0.7939 -0.2673 1.7138
H 0.3765 -1.8190 0.3162
H 2.6015 -1.0648 -0.5305
H 1.7734 0.3809 -1.0698
*
```



(z)
C3H7N2O2 | the ωB97M-V functional and the def2-TZVPD basis

Properties
* LUMO level: 4.13 eV
* HOMO energy: -4.1 eV
* molecular weight: 103.10 g mol⁻¹
* frontier orbital gap: 0.301 hartree

The geometry in ORCA input format:
```
! wB97M-V def2-TZVPD RIJCOSX def2/J DEFGRID3
* xyz -1 1
C 2.1790 -0.7836 -0.1869
C -1.6909 -0.9585 -0.4029
C -0.1680 2.1293 0.4833
N -0.8274 -0.0740 0.3776
N -0.7298 1.1605 -0.1378
O 1.9110 -1.1450 0.9091
O 2.4893 0.3463 -0.6260
H -2.4090 -0.2449 -0.7527
H -1.1841 -1.5687 -1.1274
H -2.1924 -1.7254 0.1755
H 2.2704 -1.7401 -0.8676
H -0.1181 3.0033 0.0050
H 0.3974 1.9590 1.3888
H 0.0726 -0.3584 0.7620
*
```



Tell me which of them is the least stable. Sure, it is (y).



(w)
CH5PS2 | the ωB97M-V functional and the def2-TZVPD basis

Properties
* LUMO level: 0.30 eV
* HOMO energy: -8.8 eV
* molecular weight: 112.16 g mol⁻¹
* frontier orbital gap: 0.334 hartree
* SMILES: CPSS

The geometry in ORCA input format:
```
! wB97M-V def2-TZVPD RIJCOSX def2/J DEFGRID3
* xyz 0 1
C -0.9803 -0.6486 1.0467
P 0.7041 -0.6187 0.0925
S 1.4263 1.1824 2.9066
S 1.0710 1.4938 0.8899
H -0.4853 -0.4468 2.0786
H -1.4718 -1.5879 0.9423
H -1.7197 0.2094 0.7818
H 0.3127 0.1050 -1.0377
H 2.6006 0.5161 2.9297
*
```



(x)
CH5PS2 | the ωB97M-V functional and the def2-TZVPD basis

Properties
* LUMO level: -1.28 eV
* HOMO energy: -8.7 eV
* molecular weight: 112.16 g mol⁻¹
* frontier orbital gap: 0.275 hartree
* SMILES: CP=S.S

The geometry in ORCA input format:
```
! wB97M-V def2-TZVPD RIJCOSX def2/J DEFGRID3
* xyz 0 1
C 0.0962 0.9079 1.5636
P 1.4530 0.2614 0.4554
S 2.9306 0.0318 1.7317
S -1.6735 0.9708 -4.5118
H -0.1035 0.1613 2.3630
H 0.5457 1.8187 1.9909
H -0.8291 1.1871 0.9658
H -0.3316 1.0973 -5.0731
H -1.8690 2.2840 -4.8585
*
```



Tell me which of them is the least stable. Sure, it is (x).